Record 1
7
Properties=species:S:1:pos:R:3:forces:R:3:nbo_charge:R:1 method="wB97M-V/def2-TZVPD" smiles="O=COC(=O)[O-]" de_lowest_kj_mol=28.2 energy_ha=-377.85942 homo_lumo_gap_ha=0.3499 e_lumo_ev=4.3577 charge=-1 homo_energy_ha=-0.1897
O -1.2303 1.1223 0.9338 -0.076 0.655 0.677 -0.634
C -1.2069 0.1990 0.1765 -1.976 -1.558 -1.023 0.686
O -0.2543 -0.3186 -0.5238 0.346 -0.533 -0.161 -0.648
C 1.3437 -0.2084 -0.1945 0.594 -0.368 -1.073 0.979
O 1.6466 0.6518 0.5565 -0.214 1.706 1.756 -0.680
O 1.9258 -1.0206 -0.8635 -0.333 -1.090 -0.716 -0.713
H -2.2247 -0.4254 -0.0850 1.658 1.188 0.539 0.010

Record 2
7
Properties=species:S:1:pos:R:3:forces:R:3:nbo_charge:R:1 method="wB97M-V/def2-TZVPD" de_lowest_kj_mol=638.6 energy_ha=-377.62693 homo_lumo_gap_ha=0.2144 e_lumo_ev=3.6273 charge=-1 homo_energy_ha=-0.0811
C 0.2779 -3.1177 -1.8145 -0.106 -0.220 -0.285 1.057
C 0.3748 -0.3185 0.7647 0.232 -1.199 0.294 -0.136
O -0.7606 -3.5876 -1.8965 -2.567 -0.590 0.336 -0.554
O 1.3757 -2.8462 -1.9206 2.941 0.835 -0.079 -0.531
O -0.9257 -0.9274 0.4392 -1.087 0.307 1.941 -0.396
O 0.0482 -1.0090 -0.5489 1.831 -0.006 -0.593 -0.437
H 0.9851 -1.1309 1.4899 -1.245 0.873 -1.613 -0.003

Question: Look up the charge of the first one.
Answer: -1